1.
C33H31AsBrCrF5N3O4PS | wB97M-V/def2-TZVPD

As for the spin multiplicity: 4. The charge is +3. The calculation puts the gap between HOMO and LUMO (alpha / beta) at 6.56 / 7.00 eV. As for the expectation value of S²: 3.811.

```
81
Properties=species:S:1:pos:R:3:mulliken_spin:R:1
Cr 0.4213 0.8063 0.9411 3.1538
F -6.0448 3.2698 3.6040 0.0008
C -5.0120 2.5489 3.2178 0.0082
C -4.0478 3.0924 2.3885 0.0000
F -4.1568 4.3505 1.9316 -0.0002
C -2.9684 2.3315 1.9894 0.0259
F -2.0732 2.9436 1.1605 -0.0030
C -2.7933 1.0117 2.3544 -0.0090
S -1.5251 -0.0834 1.8190 -0.1066
C -3.7815 0.4851 3.1900 0.0131
F -3.6924 -0.7802 3.5816 0.0006
C -4.8699 1.2271 3.6218 -0.0038
F -5.7744 0.6788 4.4079 -0.0004
C 0.8922 6.2401 2.4700 -0.0007
C 1.0714 4.7811 2.7679 -0.0036
C 1.7283 4.3379 3.9159 0.0147
C 1.9180 2.9837 4.1505 -0.0104
C 1.4118 2.1226 3.2073 0.0123
Br 1.6587 0.2420 3.2658 -0.0062
N 0.7461 2.4982 2.1185 -0.0578
C 0.5946 3.8127 1.8970 0.0146
H 1.0191 6.8408 3.3677 -0.0002
H -0.0983 6.4427 2.0642 -0.0001
H 1.6322 6.5739 1.7409 -0.0003
H 2.1041 5.0581 4.6321 0.0002
H 2.4364 2.6182 5.0250 -0.0003
H 0.0523 4.0789 1.0007 -0.0064
O 0.6011 -0.9468 0.1436 0.0007
As 1.2983 -2.3148 -0.5797 -0.0317
C 0.1285 -3.7650 -0.2221 0.0004
C 0.5991 -5.0628 -0.4107 0.0003
C -0.2542 -6.1292 -0.1759 -0.0002
C -1.5570 -5.8947 0.2483 0.0002
C -2.0146 -4.5978 0.4420 0.0018
C -1.1729 -3.5201 0.2057 0.0052
C 1.3744 -2.0463 -2.4754 0.0061
C 0.5368 -2.7993 -3.2995 -0.0018
C 0.5693 -2.6053 -4.6770 0.0001
C 1.4401 -1.6722 -5.2269 0.0000
C 2.2910 -0.9387 -4.4066 -0.0002
C 2.2632 -1.1264 -3.0322 -0.0017
C 3.0437 -2.6359 0.0849 0.0066
C 3.2374 -2.6424 1.4654 -0.0032
C 4.4804 -2.9768 1.9742 -0.0003
C 5.5148 -3.3163 1.1085 -0.0004
C 5.3129 -3.3266 -0.2640 0.0003
C 4.0719 -2.9888 -0.7858 -0.0004
H 1.6216 -5.2479 -0.7219 0.0000
H 0.0993 -7.1420 -0.3116 -0.0001
H -2.2155 -6.7311 0.4402 0.0001
H -3.0232 -4.4261 0.7932 -0.0001
H -1.5131 -2.5070 0.3857 -0.0034
H -0.1097 -3.5609 -2.8743 0.0002
H -0.0567 -3.2094 -5.3216 0.0000
H 1.4821 -1.5410 -6.3002 0.0000
H 2.9917 -0.2383 -4.8415 0.0000
H 2.9559 -0.5765 -2.4059 0.0014
H 2.4157 -2.4203 2.1365 -0.0003
H 4.6424 -2.9930 3.0434 0.0000
H 6.4821 -3.5866 1.5100 0.0000
H 6.1193 -3.6027 -0.9295 0.0000
H 3.9184 -3.0009 -1.8580 0.0001
N -3.2857 3.6346 -1.3796 -0.0003
C -1.9876 3.3223 -2.0664 -0.0011
P -1.5094 1.6030 -1.5661 -0.0155
O -2.8041 0.9600 -1.2016 0.0076
O -0.3110 1.7230 -0.6428 0.0074
C -0.9512 0.6872 -3.0752 0.0031
N -1.9017 -0.4642 -3.2579 0.0010
H -3.7819 4.4142 -1.8166 -0.0001
H -3.1456 3.8590 -0.3891 0.0002
H -3.8736 2.7873 -1.3935 0.0000
H -1.2470 4.0727 -1.8006 -0.0001
H -2.1706 3.3724 -3.1391 0.0003
H 0.0446 0.2846 -2.9058 0.0013
H -0.9268 1.2910 -3.9798 0.0002
H -1.3975 -1.3562 -3.2296 0.0003
H -2.4089 -0.4235 -4.1422 -0.0001
H -2.5886 -0.4181 -2.4745 0.0009
O 3.4223 1.1246 -0.3416 0.0134
C 2.4013 1.1036 0.1099 -0.0335
```

2.
C33H31AsBrCrF5N3O4PS | wB97M-V/def2-TZVPD

As for the spin multiplicity: 4. The charge is +3. The calculation puts the gap between HOMO and LUMO (alpha / beta) at 6.87 / 7.37 eV. As for the expectation value of S²: 3.816.

```
81
Properties=species:S:1:pos:R:3:mulliken_spin:R:1
Cr -1.4743 -0.1537 -0.2466 3.2184
F 2.3045 2.2499 5.5806 0.0003
C 1.3712 1.8499 4.7430 0.0024
C 1.6494 0.8645 3.8083 0.0006
F 2.8620 0.3216 3.7315 0.0001
C 0.6639 0.4565 2.9354 0.0211
F 1.0062 -0.4752 2.0161 0.0076
C -0.6091 0.9997 2.9296 -0.0085
S -1.9371 0.5215 1.8743 -0.1058
C -0.8627 1.9943 3.8746 0.0174
F -2.0591 2.5679 3.9192 0.0027
C 0.1037 2.4159 4.7758 -0.0008
F -0.1742 3.3607 5.6530 -0.0001
C -7.0922 0.0354 0.6504 -0.0006
C -5.9317 -0.2953 -0.2389 -0.0017
C -6.1027 -0.7822 -1.5330 0.0100
C -5.0071 -1.0374 -2.3473 -0.0053
C -3.7672 -0.7913 -1.8092 0.0096
Br -2.1612 -1.0216 -2.8051 0.0108
N -3.5576 -0.3442 -0.5739 -0.0764
C -4.6278 -0.0966 0.1978 0.0164
H -7.9950 -0.4753 0.3232 -0.0001
H -7.2898 1.1083 0.6279 -0.0003
H -6.8921 -0.2431 1.6840 -0.0002
H -7.1007 -0.9558 -1.9158 0.0003
H -5.1158 -1.3997 -3.3592 -0.0010
H -4.4230 0.2759 1.1934 -0.0019
O 0.3759 -0.0977 -0.7013 -0.0831
As 1.7051 0.8816 -1.2113 -0.0118
C 1.3388 1.6425 -2.9145 0.0033
C 1.5730 0.9510 -4.1035 0.0008
C 1.2885 1.5633 -5.3128 0.0000
C 0.7766 2.8549 -5.3369 -0.0003
C 0.5579 3.5470 -4.1539 0.0001
C 0.8451 2.9470 -2.9375 0.0000
C 2.0697 2.3035 -0.0091 0.0001
C 3.3033 2.9475 -0.1049 -0.0011
C 3.5464 4.0647 0.6784 0.0003
C 2.5582 4.5499 1.5271 -0.0002
C 1.3203 3.9250 1.5931 -0.0016
C 1.0727 2.7980 0.8226 0.0096
C 3.0956 -0.4277 -1.2336 0.0037
C 2.9398 -1.5441 -2.0624 -0.0006
C 3.8864 -2.5575 -2.0368 0.0002
C 4.9824 -2.4638 -1.1809 -0.0002
C 5.1299 -1.3599 -0.3521 -0.0002
C 4.1886 -0.3355 -0.3780 0.0004
H 2.0033 -0.0402 -4.1039 0.0001
H 1.4826 1.0402 -6.2392 0.0000
H 0.5662 3.3310 -6.2850 0.0000
H 0.1840 4.5614 -4.1781 0.0001
H 0.7132 3.5084 -2.0198 0.0005
H 4.0691 2.6049 -0.7926 -0.0001
H 4.5037 4.5636 0.6171 0.0001
H 2.7516 5.4275 2.1291 0.0000
H 0.5451 4.3195 2.2372 0.0001
H 0.1091 2.3109 0.8860 0.0032
H 2.0772 -1.6361 -2.7118 -0.0004
H 3.7826 -3.4120 -2.6930 0.0000
H 5.7266 -3.2492 -1.1702 0.0000
H 5.9818 -1.2862 0.3103 0.0000
H 4.3045 0.5112 0.2877 -0.0001
N -2.0378 -5.0569 2.5212 -0.0004
C -1.9532 -4.6209 1.0797 -0.0020
P -0.8104 -3.1622 1.0543 -0.0071
O -0.4659 -2.9447 2.4840 0.0030
O -1.4288 -2.0979 0.1793 -0.0090
C 0.7497 -3.6525 0.2091 0.0030
N 1.7190 -2.5630 0.5368 -0.0031
H -1.5015 -4.3418 3.0675 -0.0004
H -1.6180 -5.9737 2.6809 0.0001
H -2.9991 -5.0983 2.8622 -0.0001
H -2.9409 -4.3109 0.7459 -0.0008
H -1.6299 -5.4585 0.4652 0.0001
H 0.6529 -3.7099 -0.8738 0.0005
H 1.1432 -4.5905 0.5981 -0.0007
H 2.6479 -2.7396 0.1378 -0.0012
H 1.7895 -2.4412 1.5529 -0.0001
H 1.3791 -1.6651 0.1451 0.0100
O -2.0223 2.8894 -1.1645 0.0119
C -1.8090 1.8432 -0.8361 -0.0416
```

3.
C33H31BIN8Ni | wB97M-V/def2-TZVPD

As for the spin multiplicity: 1. The charge is +1. The calculation puts the gap between HOMO and LUMO (alpha / beta) at 7.46 / 7.45 eV.

```
75
Properties=species:S:1:pos:R:3:lowdin_charge:R:1
Ni -0.0482 0.1466 -0.0621 0.5786
C 3.3575 -3.5740 -0.2985 -0.0044
C 2.2000 -2.9300 0.3815 -0.2362
C 1.5253 -3.3180 1.5242 0.0565
C 0.5127 -2.3667 1.7395 -0.1825
N 0.5873 -1.4653 0.7630 0.0498
N 1.6063 -1.8013 -0.0557 0.0385
B 1.8938 -0.8974 -1.2576 -0.4793
N 0.6198 -0.8993 -2.1661 0.0480
N -0.6283 -0.8757 -1.6265 0.0474
C -1.5030 -1.1201 -2.6019 -0.2228
C -0.7988 -1.2717 -3.8056 0.0536
C 0.5423 -1.1357 -3.4923 -0.2403
C 1.7138 -1.1915 -4.4093 0.0002
C -2.9450 -1.2174 -2.3439 -0.1926
C -3.8522 -1.3049 -3.3998 -0.0228
C -5.2091 -1.4226 -3.1506 -0.0624
C -5.6808 -1.4555 -1.8456 -0.0666
C -4.7893 -1.3627 -0.7863 -0.0621
C -3.4315 -1.2466 -1.0314 -0.0427
N 2.2259 0.5341 -0.7097 0.0440
N 1.6024 1.0512 0.3836 0.0469
C 2.2663 2.1405 0.7678 -0.2145
C 3.3402 2.3363 -0.1168 0.0565
C 3.2872 1.3055 -1.0365 -0.2408
C 4.1789 1.0611 -2.2029 -0.0011
C 1.8636 2.9268 1.9354 -0.1883
C 2.4730 4.1510 2.2086 -0.0208
C 2.0820 4.8993 3.3059 -0.0638
C 1.0808 4.4345 4.1467 -0.0691
C 0.4704 3.2148 3.8872 -0.0644
C 0.8586 2.4653 2.7914 -0.0401
C -0.4892 -2.2805 2.8024 -0.1550
C -1.4125 -1.2325 2.8380 -0.0446
C -2.3547 -1.1604 3.8477 -0.0737
C -2.3910 -2.1325 4.8384 -0.0741
C -1.4786 -3.1765 4.8115 -0.0652
C -0.5342 -3.2512 3.8025 -0.0200
H 3.6486 -4.4673 0.2478 0.0879
H 4.2119 -2.8979 -0.3421 0.0899
H 3.1023 -3.8569 -1.3203 0.0894
H 1.7363 -4.1808 2.1305 0.1152
H 2.8207 -1.3161 -1.8687 0.1181
H -1.1963 -1.4926 -4.7809 0.1169
H 1.3841 -1.4272 -5.4177 0.0898
H 2.4344 -1.9454 -4.0925 0.0870
H 2.2279 -0.2315 -4.4334 0.0785
H -3.4986 -1.2810 -4.4225 0.1119
H -5.9036 -1.4905 -3.9771 0.1115
H -6.7395 -1.5682 -1.6546 0.1107
H -5.1530 -1.3937 0.2322 0.1108
H -2.7318 -1.2066 -0.2048 0.0970
H 4.0850 3.1123 -0.0877 0.1170
H 4.9562 1.8194 -2.2411 0.0899
H 3.6138 1.0994 -3.1334 0.0782
H 4.6508 0.0799 -2.1443 0.0866
H 3.2508 4.5269 1.5564 0.1113
H 2.5572 5.8502 3.5061 0.1104
H 0.7846 5.0164 5.0092 0.1091
H -0.3045 2.8475 4.5473 0.1089
H 0.3973 1.5051 2.5941 0.0961
H -1.3772 -0.4760 2.0621 0.0782
H -3.0659 -0.3443 3.8692 0.1069
H -3.1265 -2.0761 5.6295 0.1082
H -1.5010 -3.9377 5.5802 0.1108
H 0.1751 -4.0677 3.7875 0.1099
I -1.0911 5.9394 -1.4392 0.8956
C -1.3908 3.8957 -1.2285 -0.7343
C -2.2290 3.0774 -1.9571 -0.1012
N -2.0530 1.8351 -1.4920 0.0358
N -1.1680 1.7956 -0.4808 -0.0056
C -0.7415 3.0508 -0.3290 -0.1513
H -2.9188 3.3050 -2.7519 0.1331
H -2.5557 1.0013 -1.7629 0.1258
H -0.0326 3.3234 0.4340 0.0964
```

The evaluated E for the records listed, in turn: -8833.6955, -8833.7115, -3544.9400 hartree.
The evaluated energy above the lowest of the compared OMol25 structures with the same formula, charge and spin for the records listed, in turn: 10.6, 0.6, 18.4 kcal/mol.